(1)
DFT (ωB97M-V/def2-TZVPD) results for a molecular structure, C22H32BF4I2MnN2OSi.

Properties
Energy relative to the best compared isomer or geometry (same formula, charge and spin) = 0.000 eV
2S+1 = 6
Charge = -1
LUMO energy (spin up / spin down) = 2.229 / 2.145 eV

Structure (XYZ):
```
66
Properties=species:S:1:pos:R:3:mulliken_spin:R:1
Mn 0.21 -1.40 -0.35 4.704
I 6.22 -0.13 4.26 0.000
C 4.89 -0.45 2.63 0.009
C 5.09 0.13 1.39 -0.003
C 4.30 -0.23 0.30 0.020
I 4.91 0.20 -1.63 0.001
C 3.07 -1.01 0.52 0.022
O 2.23 -1.15 -0.44 0.016
C 2.90 -1.62 1.84 -0.005
C 1.69 -2.54 2.09 0.025
N 0.37 -1.87 1.83 0.009
C -0.86 -2.66 2.12 -0.035
C -2.06 -2.22 1.25 0.084
C -3.39 -2.38 1.68 -0.013
C -4.44 -2.30 0.76 0.016
C -4.14 -1.99 -0.54 -0.009
C -2.82 -1.79 -0.94 0.048
N -1.80 -1.83 -0.04 -0.053
C 3.82 -1.34 2.84 -0.006
H 5.93 0.80 1.26 0.000
H 1.74 -2.87 3.14 0.001
H 1.75 -3.38 1.40 -0.001
H 0.39 -1.06 2.45 0.008
H -1.11 -2.51 3.17 -0.003
H -0.65 -3.74 1.99 -0.003
H -3.64 -2.68 2.72 0.000
H -5.49 -2.50 1.09 0.001
H -4.93 -1.91 -1.28 0.000
H -2.57 -1.61 -1.97 0.001
H 3.76 -1.79 3.84 0.000
C 1.77 2.21 -0.05 0.017
Si 0.13 1.29 -0.53 0.021
C -0.11 1.79 -2.40 -0.007
C -1.44 1.20 -3.05 -0.008
C 1.02 1.20 -3.31 0.001
C -0.16 3.34 -2.65 0.001
C -1.16 2.21 0.65 -0.001
C -0.98 3.75 0.86 0.002
C -2.63 2.01 0.14 0.006
C -1.05 1.55 2.05 -0.004
H 1.69 3.28 -0.16 -0.002
H 2.64 1.89 -0.66 0.000
H 2.03 2.02 1.00 0.003
H -1.45 0.09 -3.10 0.007
H -1.50 1.60 -4.08 0.000
H -2.38 1.50 -2.54 0.002
H 0.89 0.13 -3.48 0.004
H 2.01 1.45 -2.91 0.001
H 0.95 1.71 -4.27 0.000
H -1.02 3.76 -2.10 0.000
H -0.32 3.52 -3.71 -0.001
H 0.80 3.80 -2.39 0.001
H -1.09 4.30 -0.08 0.000
H 0.00 4.03 1.27 0.000
H -1.75 4.10 1.55 0.000
H -2.86 2.66 -0.71 0.000
H -3.32 2.27 0.95 0.001
H -2.86 0.96 -0.10 0.001
H -0.08 1.75 2.51 0.000
H -1.27 0.47 2.00 0.013
H -1.82 1.98 2.68 0.000
F 0.51 -3.63 -0.83 0.028
B -0.01 -3.62 -2.20 0.042
F 0.85 -4.36 -2.95 0.001
F -1.28 -4.17 -2.20 -0.001
F -0.11 -2.26 -2.55 0.039
```

(2)
DFT (ωB97M-V/def2-TZVPD) results for 2 unconnected molecules or ions with the total composition C22H32BN4.

Properties
Charge = +1
LUMO energy = -3.935 eV

Structure (XYZ):
```
59
Properties=species:S:1:pos:R:3:mulliken_charge:R:1
C -4.63 -2.51 -4.10 -1.162
N -4.47 -1.19 -3.54 0.118
C -5.34 -0.19 -4.09 -1.082
C -3.40 -0.91 -2.74 1.329
C -2.45 -1.93 -2.44 -0.632
C -1.28 -1.63 -1.76 -1.256
C -1.08 -0.38 -1.15 0.466
C 0.22 -0.17 -0.39 0.447
C 0.23 1.12 0.37 0.512
C 1.37 1.94 0.38 -0.884
C 1.37 3.13 1.10 -0.581
C 0.28 3.46 1.94 1.111
N 0.30 4.59 2.71 0.096
C 1.26 5.64 2.48 -1.087
C -0.80 4.93 3.55 -1.120
C -0.84 2.58 2.00 -0.921
C -0.87 1.48 1.16 -0.822
C -2.09 0.59 -1.36 -0.167
C -3.19 0.38 -2.20 -1.256
H -4.44 -3.27 -3.33 0.326
H -5.67 -2.60 -4.45 0.397
H -3.95 -2.67 -4.94 0.366
H -4.80 0.69 -4.48 0.378
H -5.89 -0.64 -4.92 0.374
H -6.09 0.18 -3.38 0.296
H -2.58 -2.93 -2.81 0.224
H -0.51 -2.36 -1.64 0.319
H 1.00 -0.13 -1.18 0.295
H 2.23 1.66 -0.20 0.466
H 2.18 3.84 0.95 0.384
H 1.34 5.89 1.41 0.377
H 0.92 6.52 3.04 0.353
H 2.25 5.36 2.84 0.299
H -1.19 4.06 4.11 0.332
H -0.48 5.69 4.27 0.357
H -1.66 5.36 2.98 0.365
H -1.71 2.82 2.59 0.309
H -1.79 0.93 1.10 0.703
H -2.08 1.54 -0.86 0.578
H -3.84 1.21 -2.47 0.352
H 0.66 -0.99 0.19 -0.819
B 1.44 -2.72 1.00 0.126
H 0.82 -2.45 2.01 0.016
H 0.90 -3.27 0.05 -0.008
C 2.90 -2.69 1.05 -0.103
N 3.58 -3.72 1.63 0.217
C 3.03 -4.86 2.31 -0.836
C 4.92 -3.57 1.49 -0.327
C 5.12 -2.41 0.80 -0.374
N 3.88 -1.90 0.54 0.193
C 3.68 -0.69 -0.20 -0.903
H 3.87 -5.42 2.75 0.288
H 2.33 -4.58 3.12 0.340
H 2.49 -5.54 1.62 0.345
H 5.63 -4.27 1.87 0.445
H 6.03 -1.95 0.48 0.458
H 4.66 -0.25 -0.45 0.293
H 3.13 -0.86 -1.14 0.293
H 3.12 0.05 0.39 0.399
```

(3)
DFT (ωB97M-V/def2-TZVPD) results for a molecular structure, C22H32BiClF3N2O8Sb.

Properties
Energy relative to the best compared isomer or geometry (same formula, charge and spin) = 0.000 eV
Charge = -2
LUMO energy = 4.023 eV

Structure (XYZ):
```
70
Properties=species:S:1:pos:R:3:mulliken_charge:R:1
Bi -0.64 -0.85 -0.17 1.625
N -1.56 -2.76 1.57 -0.455
C -2.80 -2.26 2.13 -0.506
C -3.63 -1.53 1.09 0.541
O -4.84 -1.43 1.20 -0.705
N -2.92 -0.96 0.06 -0.011
C -3.64 -0.62 -1.05 0.165
C -1.39 -4.48 -1.29 0.767
O -2.01 -4.90 -0.32 -0.805
O -0.72 -3.43 -1.46 -0.713
H -1.68 -3.64 1.05 0.227
H -0.84 -2.83 2.27 0.231
H -2.57 -1.53 2.91 0.085
H -3.46 -3.03 2.55 0.405
H -1.18 -0.71 -1.96 -0.239
H -0.41 -3.97 -3.08 0.357
C 1.58 2.64 -6.01 -1.183
C 1.45 1.13 -5.80 -0.947
Sb 0.12 0.62 -4.14 0.769
C 0.16 -1.50 -4.56 -0.231
C 1.53 -2.10 -4.84 -1.022
C 1.64 0.54 -2.58 -0.051
C 3.07 0.90 -2.98 -1.256
H 2.21 2.89 -6.86 0.346
H 2.02 3.12 -5.13 0.269
H 0.60 3.10 -6.17 0.292
H 2.43 0.67 -5.66 0.370
H 1.00 0.67 -6.69 0.453
H -0.53 -1.67 -5.40 0.494
H -0.31 -1.94 -3.68 -0.360
H 1.98 -1.69 -5.74 0.308
H 1.45 -3.19 -4.97 0.426
H 2.21 -1.93 -4.00 0.200
H 1.61 -0.49 -2.21 0.110
H 1.27 1.18 -1.79 0.032
H 3.48 0.22 -3.72 0.260
H 3.73 0.88 -2.11 0.405
H 3.12 1.91 -3.40 0.244
F 2.25 1.25 9.53 -0.295
C 2.88 1.60 8.39 0.855
F 3.11 2.93 8.47 -0.271
F 4.11 1.02 8.44 -0.268
C 2.12 1.23 7.16 0.422
C 2.63 1.60 5.92 -0.755
C 1.96 1.26 4.76 -0.567
C 0.76 0.52 4.80 0.540
C 0.27 0.16 6.07 -0.673
C 0.94 0.50 7.23 -0.444
C 0.08 0.17 3.61 -1.193
C -0.49 -0.09 2.54 0.056
H 3.55 2.17 5.86 0.340
H 2.34 1.55 3.79 0.413
H -0.65 -0.41 6.12 0.435
H 0.54 0.21 8.19 0.406
C -2.12 3.11 -0.36 -1.421
C -1.20 2.23 0.48 0.975
C -0.12 3.06 1.16 -1.456
O -0.61 1.27 -0.35 -0.469
H -2.61 3.88 0.26 0.351
H -2.89 2.50 -0.84 0.250
H -1.54 3.61 -1.14 0.306
H -1.80 1.75 1.27 0.139
H 0.50 3.54 0.39 0.370
H 0.51 2.41 1.77 0.112
H -0.54 3.84 1.80 0.394
O -1.46 -5.34 -2.39 -0.256
Cl -4.20 -2.23 -1.86 0.394
O -0.72 -4.82 -3.50 -0.413
O -5.19 -1.91 -3.02 -0.697
O -3.92 0.38 -1.60 -0.476
```

(4)
DFT (ωB97M-V/def2-TZVPD) results for a molecular structure, C22H32Br33INO3PS.

Properties
LUMO energy = -0.474 eV

Structure (XYZ):
```
94
Properties=species:S:1:pos:R:3:mulliken_charge:R:1
O 4.10 0.68 0.31 -0.386
S 5.44 0.23 0.05 1.015
O 5.74 -1.14 0.37 -0.654
O 6.44 1.19 0.83 -0.295
C 5.84 0.58 -1.65 -0.806
C 4.93 1.66 -2.24 -0.449
C 5.12 3.01 -1.56 -0.727
P 3.96 4.37 -2.22 0.091
I 2.64 6.42 -3.19 -0.370
C 2.72 3.94 -0.94 0.403
C 1.22 4.12 -1.20 -0.834
C 0.47 3.13 -0.28 0.619
C -0.97 2.87 -0.73 -1.020
N -1.08 1.77 -1.67 1.012
C -0.23 1.50 -2.70 -0.761
C -0.68 0.37 -3.33 -0.687
C -1.85 -0.05 -2.67 -0.527
C -2.07 0.84 -1.65 -1.069
H 6.75 0.77 1.65 0.278
H 5.77 -0.37 -2.17 0.509
H 6.88 0.93 -1.66 0.103
H 5.24 1.76 -3.29 0.626
H 3.90 1.30 -2.16 0.061
H 5.04 2.95 -0.48 0.052
H 6.15 3.35 -1.76 0.475
H 3.98 3.79 -3.49 0.110
H 4.96 5.30 -1.94 0.136
H 2.89 2.88 -0.77 -0.160
H 3.00 4.46 -0.02 0.055
H 0.91 5.12 -0.89 0.464
H 0.93 3.95 -2.23 0.500
H 0.42 3.61 0.70 0.008
H 1.00 2.19 -0.15 -0.355
H -1.62 2.68 0.12 0.385
H -1.36 3.79 -1.19 0.139
H 0.67 2.03 -2.97 0.306
H -0.20 -0.08 -4.18 0.533
H -2.46 -0.90 -2.91 0.619
H -2.85 0.85 -0.91 0.552
C 1.22 2.52 3.98 -0.331
Br -0.03 1.40 4.90 -0.055
Br 1.91 1.68 2.40 0.197
Br 0.47 4.26 3.60 -0.146
H 2.06 2.68 4.64 0.366
C -2.87 -3.69 -0.09 -0.391
Br -2.78 -4.70 -1.72 -0.032
Br -1.99 -1.99 -0.25 0.157
Br -4.69 -3.48 0.50 -0.047
H -2.36 -4.26 0.68 0.363
C -2.18 5.02 -4.94 -0.339
Br -3.22 6.36 -4.03 -0.026
Br -2.24 3.33 -4.03 0.069
Br -2.71 4.85 -6.78 0.021
H -1.15 5.35 -4.93 0.293
C -5.58 -4.62 4.09 -0.051
Br -3.69 -4.90 4.33 0.042
Br -6.56 -6.24 4.36 0.148
Br -6.22 -3.20 5.22 -0.018
H -5.73 -4.31 3.07 -0.062
C 2.17 -2.65 -1.47 -0.385
Br 2.44 -3.22 0.35 -0.037
Br 1.10 -3.91 -2.45 -0.069
Br 1.40 -0.89 -1.57 0.172
H 3.14 -2.61 -1.94 0.365
C 4.15 5.49 3.37 0.051
Br 4.58 7.04 2.31 -0.035
Br 4.87 3.89 2.58 0.075
Br 4.69 5.69 5.20 -0.052
H 3.07 5.39 3.36 -0.033
C -8.18 -9.28 1.46 -0.322
Br -6.75 -9.40 0.20 -0.019
Br -7.60 -9.70 3.25 0.008
Br -9.06 -7.57 1.39 -0.026
H -8.92 -10.02 1.19 0.331
C 10.31 2.31 -0.24 -0.329
Br 10.15 1.06 -1.69 -0.034
Br 9.01 3.72 -0.38 0.010
Br 10.23 1.42 1.46 -0.035
H 11.28 2.77 -0.32 0.340
C -9.32 -10.44 7.21 -0.393
Br -10.54 -10.09 5.76 -0.005
Br -8.69 -12.25 7.18 -0.005
Br -7.86 -9.18 7.23 0.048
H -9.87 -10.30 8.12 0.351
C -3.51 3.68 -10.46 -0.289
Br -3.27 2.71 -12.10 -0.046
Br -2.65 5.40 -10.51 -0.018
Br -5.37 3.84 -10.00 0.012
H -3.04 3.11 -9.67 0.300
C -4.29 -5.52 8.17 0.018
Br -5.53 -6.98 7.98 0.038
Br -4.65 -4.49 9.76 -0.014
Br -2.47 -6.12 8.10 -0.009
H -4.45 -4.86 7.32 -0.075
```

> Number 3 is which compound?

C22H32BiClF3N2O8Sb